# 1
Below is a single C11H14O2Se molecule in a non-equilibrium geometry, with properties calculated with ωB97M-V/def2-TZVPD.

Positions of all 28 atoms, in Å:
C 1.335 1.979 0.197
C 0.138 1.044 0.108
C 0.649 -0.381 0.021
C 0.155 -1.385 0.885
C 0.702 -2.693 0.839
C 1.570 -3.070 -0.175
C 2.067 -2.053 -1.019
C 1.659 -0.704 -0.858
C -0.640 1.350 -1.231
O -1.825 0.539 -1.311
C -2.642 0.818 -0.146
Se -3.970 -0.550 -0.355
O -2.029 0.600 1.061
C -0.854 1.454 1.191
H 1.292 2.859 -0.272
H 2.353 1.535 -0.167
H 1.538 2.204 1.339
H -0.449 -1.249 1.725
H 0.425 -3.495 1.535
H 1.863 -4.107 -0.054
H 2.831 -2.380 -1.737
H 2.107 0.168 -1.447
H -0.722 2.473 -1.189
H 0.022 0.926 -2.137
H -2.844 1.942 -0.073
H -2.984 -1.549 -0.157
H -0.678 1.250 2.291
H -1.069 2.477 1.136

DFT total energy, eV: -81072.4019
Total charge: 0
SMILES: C[C@]1(c2ccccc2)CO[C@@H]([SeH])OC1
Orbital gap, eV: 9.5
Molecular weight, g/mol: 257.19
HOMO, eV: -8.75
Relative energy (zero: lowest compared OMol25 entry of this formula, charge and spin), kcal per mole: 7.4

# 2
Below is C13H10AuN2O2Se4 as an isolated structure in a non-equilibrium geometry, with properties calculated with ωB97M-V/def2-TZVPD.

Positions of all 32 atoms, in Å:
Au 0.535 0.297 0.066
Se 3.583 -0.629 0.039
Se 4.748 1.258 -0.090
Se 3.293 3.195 0.111
Se 1.084 2.672 0.317
O -5.254 5.719 0.127
C -5.718 4.449 0.011
O -6.911 4.261 -0.026
C -4.725 3.365 -0.048
C -5.202 2.050 0.047
C -4.355 0.972 0.047
C -2.958 1.153 -0.075
C -2.490 2.473 -0.214
C -3.342 3.551 -0.190
N -2.021 0.160 -0.054
C -2.315 -1.105 -0.028
C -1.334 -2.134 0.000
C -1.749 -3.484 0.000
C -0.815 -4.489 0.002
C 0.536 -4.139 0.011
C 0.870 -2.797 0.019
N -0.019 -1.822 0.012
H -4.289 5.742 0.186
H -6.269 1.908 0.135
H -4.775 -0.017 0.154
H -1.426 2.616 -0.337
H -2.920 4.541 -0.303
H -3.344 -1.475 -0.045
H -2.806 -3.706 -0.005
H -1.119 -5.526 -0.006
H 1.307 -4.891 0.016
H 1.910 -2.497 0.029

DFT total energy, eV: -285798.4401
Total charge: -1
Orbital gap (spin up / spin down), eV: 4.3 / 2.5
Molecular weight, g/mol: 739.04
HOMO (spin up / spin down), eV: -3.19 / -2.28
Relative energy (zero: lowest compared OMol25 entry of this formula, charge and spin), kcal per mole: 28.2

# 3
Below is C19H27ClN2SeW as an isolated structure in a non-equilibrium geometry, with properties calculated with ωB97M-V/def2-TZVPD.

Positions of all 51 atoms, in Å:
C -0.863 -3.267 -4.396
C -1.821 -2.600 -5.389
C 0.486 -3.519 -5.068
C -1.434 -4.605 -3.916
Cl -0.626 -2.188 -3.042
H 0.336 -4.178 -5.933
H 1.168 -4.008 -4.368
H 0.918 -2.574 -5.408
H -1.975 -3.258 -6.260
H -1.385 -1.652 -5.725
H -2.789 -2.407 -4.912
H -1.580 -5.253 -4.797
H -2.402 -4.473 -3.417
H -0.726 -5.098 -3.239
C 0.347 2.528 0.340
C 1.544 1.761 0.033
C 1.319 1.103 -1.243
H 2.457 1.730 0.620
C 0.124 1.647 -1.805
C -0.458 2.525 -0.873
H -1.312 3.171 -1.032
H 0.225 3.184 1.189
H 2.063 0.494 -1.752
H -0.245 1.433 -2.803
C -0.142 -1.031 2.346
C 1.101 -0.286 2.408
C 1.949 -0.784 1.349
H 1.393 0.377 3.217
C 1.221 -1.761 0.609
C -0.073 -1.898 1.194
H -0.815 -2.636 0.905
H -0.885 -1.069 3.128
H 2.973 -0.467 1.174
H 1.603 -2.339 -0.229
W -0.056 0.406 0.710
C -4.659 -0.352 2.808
N -3.633 0.233 3.648
C -3.606 0.247 5.034
C -2.500 0.938 5.398
N -1.853 1.333 4.226
C -0.643 2.137 4.203
C -2.565 0.898 3.140
Se -2.371 1.072 1.258
H -5.404 -0.831 3.445
H -4.229 -1.094 2.129
H -5.144 0.424 2.204
H -4.390 -0.218 5.607
H -2.140 1.200 6.375
H -0.790 3.044 4.803
H 0.201 1.585 4.632
H -0.394 2.427 3.177

DFT total energy, eV: -102799.7293
Total charge: +2
Orbital gap (spin up / spin down), eV: 7.2 / 7.1
Molecular weight, g/mol: 581.69
HOMO (spin up / spin down), eV: -14.33 / -14.98
Spin multiplicity: 3

# 4
Below is a 6-piece molecular cluster, C5H25N2O5S overall in a non-equilibrium geometry, with properties calculated with ωB97M-V/def2-TZVPD.

Positions of all 38 atoms, in Å:
N 0.958 -0.440 0.002
C 0.733 0.260 -1.326
C 1.314 -0.787 -2.284
S 3.118 -1.301 -1.922
C -0.762 0.553 -1.599
N -1.229 1.432 -0.484
C -1.579 2.761 -0.971
C -2.385 0.826 0.107
H 1.992 -0.659 0.134
H 0.542 0.094 0.783
H 0.556 -1.388 0.062
H 1.368 1.174 -1.338
H 0.673 -1.694 -2.153
H 1.234 -0.420 -3.327
H 3.486 -0.295 -2.702
H -1.364 -0.456 -1.588
H -0.901 0.777 -2.696
H -2.110 3.289 -0.156
H -1.991 2.797 -2.006
H -0.665 3.337 -1.192
H -3.103 0.366 -0.579
H -3.094 1.502 0.651
H -2.176 0.008 0.820
H 1.166 2.499 0.502
H 2.609 2.671 0.860
O 1.929 1.988 0.785
H -0.783 -1.857 3.427
H -0.168 -0.889 2.292
O -0.582 -1.766 2.493
H 0.622 1.571 2.673
H -0.952 1.658 2.502
O -0.219 1.059 2.651
H 0.852 -3.121 1.720
H 2.332 -3.421 1.728
O 1.703 -2.694 1.572
H -1.086 -2.940 0.952
H -1.241 -3.613 -0.419
O -0.798 -2.882 0.024

DFT total energy, eV: -29624.7925
Total charge: +2
Orbital gap (spin up / spin down), eV: 10.9 / 3.2
Molecular weight, g/mol: 225.33
HOMO (spin up / spin down), eV: -17.08 / -15.67
Spin multiplicity: 2